Run P
18
Properties=species:S:1:pos:R:3 method="wB97M-V/def2-TZVPD" e_homo_ev=-9.05 smiles=C#Cc1ccccc1.NF lumo_energy_ev=0.6 orbital_gap_ha=0.3542
C -2.44293 -0.91225 0.13030
C -1.49068 -0.99042 -0.92493
C -2.18078 0.00082 1.13178
C -0.44250 -0.06737 -0.93702
C -1.12246 0.88572 1.13557
C -0.16074 0.77552 0.12668
C 0.95223 1.67126 0.03297
C 1.95701 2.30688 -0.11203
N 3.62302 -0.53735 1.12104
F 3.48089 -0.40759 -0.26454
H -3.38109 -1.30954 0.08949
H -1.54301 -1.66407 -1.76946
H -2.92788 0.10881 1.85402
H 0.26305 -0.20185 -1.71396
H -0.96372 1.48440 2.07061
H 2.77904 3.05934 -0.06446
H 2.66189 -0.62888 1.43345
H 3.96365 0.40297 1.34341


Run Q
18
Properties=species:S:1:pos:R:3 method="wB97M-V/def2-TZVPD" e_homo_ev=-8.04 smiles=F[C@@H]1CNc2ccccc21 lumo_energy_ev=1.0 orbital_gap_ha=0.3321
C 2.00036 -1.38500 -0.07497
C 2.45041 -0.08448 -0.22489
C 0.71701 -1.60172 0.18564
C 1.62288 0.98870 -0.11113
C -0.19597 -0.53204 0.12286
C 0.23627 0.79411 0.03752
C -2.15734 0.96201 -0.05241
C -1.67741 -0.57434 0.33771
N -0.84382 1.67565 0.10663
F -2.44419 -1.52300 -0.37122
H 2.70404 -2.19132 -0.04623
H 3.43012 -0.09956 -0.61817
H 0.25852 -2.57111 0.27922
H 1.96737 1.97194 -0.26183
H -2.72712 1.02396 -1.11924
H -2.83990 1.28119 0.64366
H -1.87211 -0.71794 1.40413
H -0.62913 2.58296 -0.23731


Quick one: least stable of them? run P


Run P
19
Properties=species:S:1:pos:R:3 method="wB97M-V/def2-TZVPD" e_homo_ev=-8.09 smiles="O=c1ccc2ccccc2n1O" lumo_energy_ev=-0.2 orbital_gap_ha=0.2908
C -2.69133 0.10297 0.03955
C -2.19503 1.41239 -0.01934
C -1.82474 -0.95501 0.05593
C 0.47853 -1.84406 -0.01338
C -0.84716 1.64915 -0.02205
C 1.83420 -1.68798 -0.03004
C -0.42950 -0.76384 0.02857
C 0.05993 0.57053 0.01047
C 2.46387 -0.43341 0.00347
N 1.38035 0.75166 0.02148
O 1.97740 1.99166 0.00321
O 3.59994 -0.02971 0.01113
H -3.75778 -0.06833 0.06003
H -2.88352 2.24486 -0.05132
H -2.19996 -1.96699 0.10202
H 0.06373 -2.84364 -0.04814
H -0.45435 2.65301 -0.04818
H 2.48634 -2.54669 -0.09051
H 2.93908 1.76343 -0.01287


Run Q
19
Properties=species:S:1:pos:R:3 method="wB97M-V/def2-TZVPD" e_homo_ev=-9.67 smiles="CC(=O)Oc1cccc(C#N)c1" lumo_energy_ev=-0.3 orbital_gap_ha=0.3454
C -3.61626 -0.77321 -0.19479
C -2.03230 -0.78457 0.24108
C -0.06366 0.39529 -0.46660
C 0.40657 1.63346 0.05981
C 1.72068 1.95038 0.38142
C 2.64032 0.89733 0.18558
C 2.23919 -0.37137 -0.23650
C 0.84116 -0.59887 -0.78911
C 3.15483 -1.49391 -0.13006
H -3.88902 0.19185 0.30700
H -4.07062 -1.74420 0.19547
H -3.81720 -0.46508 -1.33713
H -0.19851 2.44686 0.51499
H 1.90912 2.96507 0.77862
H 3.64389 1.10904 0.68172
H 0.41981 -1.48588 -0.85595
N 3.68441 -2.59838 0.06796
O -1.50242 -1.49821 1.08638
O -1.47002 0.22438 -0.48988


Quick one: least stable of them? run Q


Run P
18
Properties=species:S:1:pos:R:3 method="wB97M-V/def2-TZVPD" e_homo_ev="-7.58 / -7.42" lumo_energy_ev="-0.5 / -0.8" orbital_gap_ha="0.2588 / 0.2452"
C -0.24713 1.45431 -0.62863
C -1.94756 -0.78356 -0.94134
C -1.82390 0.72332 0.96830
C 0.51220 0.32290 -0.86719
C 2.18532 -0.48155 0.77848
C 0.88801 -0.81686 0.03234
N -1.20587 1.70673 0.23398
N -2.40761 -0.35101 0.08062
Cl -2.03368 -1.73661 -2.23139
Cl 1.42341 0.32621 -2.35117
H -0.08842 2.28178 -1.31683
H -1.22095 0.15956 1.69793
H -2.69937 1.13987 1.47533
H 2.98538 -0.29279 0.06967
H 2.47856 -1.30951 1.41679
H 2.04993 0.40441 1.39136
H 0.10365 -1.02973 0.75720
H 1.04801 -1.71745 -0.56545


Run Q
18
Properties=species:S:1:pos:R:3 method="wB97M-V/def2-TZVPD" e_homo_ev=-9.00 lumo_energy_ev=0.7 orbital_gap_ha=0.3548
C 2.18802 1.34393 1.01590
C 1.09168 0.64420 1.41536
C 1.84223 -0.08860 -0.49229
C -0.14028 -1.28131 0.44901
C -1.54982 0.46646 -1.22595
C -1.83418 -0.81864 -0.50389
N 2.64921 0.88724 -0.17782
N 0.84329 -0.29805 0.39215
Cl -1.47146 1.84959 -0.17607
Cl -3.13515 -0.55560 0.70134
H 2.47795 2.22833 1.50801
H 0.32382 0.84226 2.16135
H 2.17305 -0.56044 -1.46139
H -0.25036 -1.70040 1.48826
H -0.08978 -2.15603 -0.10100
H -2.43755 0.50800 -1.93998
H -0.57108 0.31239 -1.84477
H -2.10961 -1.62334 -1.20818


Quick one: least stable of them? run P


Run P
6
Properties=species:S:1:pos:R:3 method="wB97M-V/def2-TZVPD" e_homo_ev=-9.61 smiles=O.S lumo_energy_ev=0.6 orbital_gap_ha=0.3761
O 0.76608 -0.78519 -1.06827
H 1.17307 -1.49908 -1.60955
H 0.40239 -1.24837 -0.27994
S -0.46479 1.67428 1.18773
H -0.23896 0.34779 1.22181
H -1.63780 1.51057 0.54822


Run Q
6
Properties=species:S:1:pos:R:3 method="wB97M-V/def2-TZVPD" e_homo_ev=-9.90 smiles=O.S lumo_energy_ev=0.8 orbital_gap_ha=0.3929
O 0.41850 -0.31931 -2.94779
H -0.03319 0.11861 -2.19117
H 0.82778 0.41904 -3.45337
S -0.76297 -0.11991 2.35782
H 0.16709 -0.91405 2.92001
H -0.61721 0.81562 3.31450


Quick one: least stable of them? run P


Run P
8
Properties=species:S:1:pos:R:3 method="wB97M-V/def2-TZVPD" e_homo_ev=-9.33 lumo_energy_ev=-0.5 orbital_gap_ha=0.3239
C 0.67362 -0.06021 -1.38844
C -0.51581 0.09420 2.34447
F 0.08247 -1.25015 -1.68660
F -1.20039 -0.97694 2.06291
Cl 1.20592 -0.16286 0.38577
I -1.59320 1.73451 1.60944
H 1.56759 0.03077 -2.04148
H -0.22022 0.59068 -1.28608


Run Q
8
Properties=species:S:1:pos:R:3 method="wB97M-V/def2-TZVPD" e_homo_ev=-8.90 lumo_energy_ev=-0.4 orbital_gap_ha=0.3110
C -0.32001 -0.74898 -0.91983
C -3.45553 -1.41725 0.01859
F -0.07075 0.55616 -1.11560
F -3.27183 -1.64749 1.30910
Cl -1.80760 -1.43094 -0.57582
I -4.21856 0.75223 0.01945
H -0.06028 -1.23518 -1.85366
H 0.38842 -1.08865 -0.16688


Quick one: least stable of them? run Q


Run P
6
Properties=species:S:1:pos:R:3 method="wB97M-V/def2-TZVPD" e_homo_ev=-4.00 lumo_energy_ev=3.5 charge=-1 orbital_gap_ha=0.2737
N -0.70262 -0.26350 -0.18461
O -2.07230 -1.03508 2.05285
O 0.25706 -0.46385 2.07311
S -0.75426 -1.27100 1.46435
Br -0.63709 -1.53789 -1.68477
H 0.10074 0.33402 -0.34958


Run Q
6
Properties=species:S:1:pos:R:3 method="wB97M-V/def2-TZVPD" e_homo_ev="-2.60 / -2.60" lumo_energy_ev="3.0 / 3.0" charge=-1 orbital_gap_ha="0.2045 / 0.2048"
N -2.44776 -1.09885 -0.09646
O 1.83376 0.39554 1.18610
O 1.90706 1.59802 -0.94138
S 1.86371 0.29513 -0.26204
Br -0.98382 -0.08127 -0.73955
H -2.17295 -1.10857 0.85332


Quick one: least stable of them? run Q